Molecular formula: C5H14NO2
Method: DFT, ωB97M-V/def2-TZVPD

XYZ file:
```
22
Properties=species:S:1:pos:R:3
C -0.755 -1.604 -1.756
O -1.951 -1.546 -1.094
C 0.327 -0.587 -1.330
C 1.231 -0.878 -0.122
C 0.912 -0.046 1.108
C 1.247 1.455 1.049
N 0.171 2.285 1.653
H -0.311 -2.630 -1.636
H -0.803 -1.474 -2.869
H 0.941 -0.330 -2.199
H -0.219 0.357 -1.146
H 1.067 -1.928 0.158
H 2.269 -0.774 -0.421
H 1.375 -0.410 2.009
H -0.177 -0.076 1.204
H 2.115 1.603 1.698
H 1.437 1.854 0.068
H -0.291 1.734 2.368
H -0.563 2.410 0.961
H -3.355 0.349 0.453
H -2.220 -0.328 -0.361
O -2.447 0.564 0.205
```

Computed properties:
Charge: -2
Relative energy (zero: lowest compared OMol25 entry of this formula, charge and spin): 54.88 kJ/mol
Spin multiplicity: 2
Frontier orbital gap (spin up / spin down): 2.177 / 7.247 eV
Largest force on an atom: 1.50 eV/Å
Expectation value of S²: 0.751

Charges per atom according to Löwdin partitioning, unit e: -0.479, -0.337, -0.243, -0.363, -0.300, -0.496, -0.049, 0.075, 0.066, 0.060, 0.094, 0.071, -0.013, 0.018, 0.084, -0.041, 0.055, 0.031, 0.028, -0.026, -0.022, -0.215